Record 1
Here is a structure of composition C38H102CrN9O11 in a non-equilibrium geometry from the OMol25 dataset. Energies are from wB97M-V/def2-TZVPD.

Geometry as ORCA input:
```
! wB97M-V def2-TZVPD RIJCOSX def2/J DEFGRID3
* xyz 2 4
Cr 2.332 2.057 -0.309
O 2.607 5.223 3.167
O 5.004 3.332 2.047
O -0.359 5.292 -3.197
O 3.946 -1.321 -1.150
O 0.338 1.323 -0.447
O -2.417 1.663 -3.288
O -2.642 -4.188 -2.659
O -0.256 -1.452 4.218
O 0.948 -5.711 -0.866
O 1.686 0.230 0.677
O -4.427 -0.967 2.402
N 4.325 1.200 0.085
N 2.094 3.017 1.595
N 0.248 2.523 -3.508
N -4.637 -2.943 0.144
N 2.326 1.112 3.924
N 1.799 -6.468 2.677
N 2.504 1.220 -2.297
N -4.037 -1.337 -4.828
N -6.036 2.167 1.255
C -5.046 1.085 1.234
C 1.654 -6.147 0.283
C 0.669 2.889 -5.889
C -2.910 -5.000 -3.768
C -3.121 -0.585 -3.945
C 5.461 -0.397 1.567
C 0.259 -0.199 3.877
C 0.554 3.551 -4.541
C -3.312 0.923 -4.108
C 0.709 -4.384 1.946
C 0.972 -5.875 1.635
C -1.079 6.514 -3.167
C 3.006 5.964 4.296
C -0.361 3.256 2.134
C 2.013 -0.280 -4.153
C 2.349 -0.247 -2.684
C -4.845 -1.957 3.316
C -2.281 -3.534 0.093
C 0.518 0.241 0.167
C 3.619 -1.101 -2.508
C 0.968 3.972 1.931
C 5.874 4.426 1.890
C -2.868 1.798 -1.956
C 2.352 -1.030 5.141
C 5.689 2.105 2.008
C -1.696 -1.021 -4.203
C 4.804 0.995 1.502
C 1.250 4.837 3.154
C -1.671 -1.549 4.065
C -0.456 4.682 -4.473
C -5.421 0.052 2.292
C -3.806 -3.983 -1.852
C 1.774 -0.282 3.928
C -3.479 -3.004 -0.729
C 3.167 -2.373 -0.594
C -0.294 -6.331 -1.078
C -3.640 1.685 1.421
C -0.495 -0.840 0.252
H -3.425 -0.924 -2.941
H -0.914 6.973 -2.193
H -5.081 0.688 0.216
H -3.405 -5.930 -3.465
H -2.162 6.430 -3.284
H 2.221 -0.849 3.104
H -1.960 -1.479 3.014
H -3.599 -4.591 -4.523
H -3.388 1.719 2.486
H 2.772 0.164 -4.799
H 0.054 -4.312 2.816
H 1.545 2.242 -5.845
H 3.563 -3.366 -0.808
H -0.234 5.407 -5.268
H -4.330 1.270 -3.909
H -1.150 -0.854 -0.616
H -0.703 7.207 -3.922
H 6.249 -0.471 0.813
H 2.095 2.383 2.428
H 3.090 -2.311 0.494
H -3.733 2.461 -1.861
H -4.001 -2.293 -4.490
H 3.167 1.597 -2.980
H 0.013 -6.395 1.603
H 1.064 0.222 -4.329
H -2.408 -4.527 0.534
H -4.986 -1.001 -4.689
H 6.584 4.578 2.711
H -1.074 -0.742 -3.348
H -1.150 -0.638 1.105
H 1.545 3.968 -4.325
H -4.207 -2.836 3.190
H -4.660 -1.660 4.358
H 1.018 4.317 4.090
H -4.759 -3.825 0.622
H -1.610 -2.104 -4.311
H -5.965 2.657 2.140
H 3.913 0.990 2.131
H 0.880 4.630 1.060
H -4.608 -2.187 0.818
H 2.541 -5.804 2.872
H -5.893 -2.256 3.259
H 4.745 -1.194 1.405
H -6.982 1.844 1.105
H 0.890 3.632 -6.661
H -1.335 -0.611 -5.149
H -3.178 -2.049 -1.161
H 0.265 -3.905 1.067
H 1.576 -3.768 2.209
H -0.227 2.367 -6.226
H -2.938 1.108 0.820
H -1.984 -5.172 -4.315
H 0.012 0.246 2.904
H 3.240 0.967 4.343
H -1.406 -3.637 -0.559
H 2.610 -5.624 0.211
H 1.860 -7.220 0.244
H 1.880 -0.717 6.076
H 1.857 -1.313 -4.472
H 3.433 -0.908 5.186
H 6.600 2.177 1.398
H 3.534 -2.028 -3.079
H 1.546 -0.646 -2.067
H 1.852 1.639 4.659
H 0.196 3.122 -2.677
H -3.039 1.166 -5.138
H -2.045 -2.923 0.966
H -2.102 -0.754 4.680
H -0.738 2.221 -3.612
H 2.120 -2.318 -0.900
H 6.460 4.408 0.965
H -6.397 -0.391 2.075
H 2.847 3.663 1.881
H 2.841 5.401 5.223
H -3.122 0.821 -1.535
H -0.283 -7.372 -1.424
H -2.108 2.250 -1.319
H -1.492 4.349 -4.617
H 0.647 5.746 3.078
H -0.834 -5.877 -1.912
H 1.616 1.565 -2.743
H 4.459 -0.593 -2.993
H 4.078 6.125 4.216
H -0.305 2.669 3.053
H -1.986 -2.520 4.440
H 0.008 -1.791 0.411
H 1.305 -6.592 3.552
H -4.598 -3.615 -2.513
H 2.063 -2.079 5.042
H 5.140 1.659 -0.349
H 5.950 -0.475 2.540
H 4.487 0.313 -0.408
H -1.165 3.990 2.191
H -0.626 2.593 1.309
H -0.979 -6.265 -0.231
H 5.297 5.351 1.880
H -0.062 0.539 4.627
H -3.584 2.732 1.120
H -5.470 0.586 3.251
H 2.456 6.908 4.349
H -4.092 -4.979 -1.493
H 6.065 1.801 2.991
*
```

For the total energy, the calculation gives -3873.35324 a.u. The calculation puts the energy above the lowest of the compared OMol25 structures with the same formula, charge and spin at 0.00 kcal per mole. Its largest force on an atom is 4.54 eV Å⁻¹. As for the gap between HOMO and LUMO (alpha / beta): 4.50 / 6.14 eV. The calculation puts the highest occupied orbital energy (alpha / beta) at -0.4606 / -0.4606 hartree. The value obtained for the LUMO energy (alpha / beta) is -8.034 / -6.391 eV.

Löwdin atomic charge list, values in e, 99 entries:
1 Cr 1.148
2 O -0.216
3 O -0.193
4 O -0.200
5 O -0.213
6 O -0.073
7 O -0.242
8 O -0.229
9 O -0.174
10 O -0.179
11 O -0.019
12 O -0.240
13 N 0.025
14 N 0.011
15 N 0.046
16 N 0.064
17 N 0.040
18 N 0.040
19 N -0.002
20 N 0.059
21 N 0.038
22 C -0.423
23 C -0.191
24 C -0.049
25 C -0.129
26 C -0.437
27 C -0.008
28 C -0.224
29 C -0.405
30 C -0.161
31 C -0.052
32 C -0.422
33 C -0.099
34 C -0.075
35 C -0.037
36 C -0.049
37 C -0.343
38 C -0.127
39 C -0.074
40 C -0.610
41 C -0.168
42 C -0.350
43 C -0.093
44 C -0.093
45 C -0.041
46 C -0.199
47 C -0.046
48 C -0.366
49 C -0.183
50 C -0.075
51 C -0.203
52 C -0.190
53 C -0.184
54 C -0.395
55 C -0.395
56 C -0.073
57 C -0.117
58 C -0.060
59 C 0.054
60 H 0.108
61 H 0.087
62 H 0.130
63 H 0.096
64 H 0.094
65 H 0.123
66 H 0.061
67 H 0.085
68 H 0.082
69 H 0.100
70 H 0.077
71 H 0.067
72 H 0.104
73 H 0.133
74 H 0.134
75 H 0.095
76 H 0.092
77 H 0.101
78 H 0.067
79 H 0.077
80 H 0.104
81 H 0.045
82 H 0.116
83 H 0.129
84 H 0.055
85 H 0.085
86 H 0.080
87 H 0.104
88 H 0.065
89 H 0.088
90 H 0.141
91 H 0.083
92 H 0.094
93 H 0.133
94 H 0.081
95 H 0.075
96 H 0.077
97 H 0.096
98 H 0.146
99 H 0.035

Record 2
Here is a structure of composition C12H21ClFN3NbO2S2 in a non-equilibrium geometry from the OMol25 dataset. Energies are from wB97M-V/def2-TZVPD.

Geometry as ORCA input:
```
! wB97M-V def2-TZVPD RIJCOSX def2/J DEFGRID3
* xyz -1 1
Nb 0.245 0.387 1.003
Cl -3.456 0.705 2.322
S 0.668 -0.110 -1.405
S 3.025 -1.702 0.719
F -1.058 1.908 0.521
O 2.705 -2.721 -0.313
O 3.662 -0.542 0.074
N 4.634 -3.272 -0.479
N -0.144 2.731 -7.161
N -8.552 2.759 3.436
C -2.929 -0.300 0.865
C -7.502 2.776 2.973
C 7.230 -3.117 -0.930
C 0.634 1.854 -4.805
C -6.144 2.798 2.374
C 1.890 1.947 1.129
C 1.579 -1.294 1.757
C -1.544 -1.010 1.085
C 0.195 2.348 -6.133
C -4.097 -1.370 0.674
C 2.789 2.729 0.852
C 5.771 -3.204 -0.674
H 1.401 1.090 -4.928
H -3.930 -2.003 -0.239
H 1.874 -1.106 2.828
H 3.994 -2.249 1.564
H -1.536 -1.471 2.122
H 0.942 -2.232 1.778
H 7.769 -3.048 0.015
H 1.781 0.548 -1.872
H -2.962 0.336 -0.056
H -5.770 3.821 2.342
H -5.093 -0.853 0.518
H 1.042 2.677 -4.219
H 3.521 3.492 0.516
H 7.565 -4.005 -1.467
H 7.451 -2.234 -1.530
H -5.465 2.190 2.970
H -4.214 -2.004 1.600
H -1.478 -1.847 0.325
H -0.100 0.774 2.760
H -6.179 2.400 1.360
H -0.212 1.423 -4.270
*
```

For the total energy, the calculation gives -2197.79904 a.u. Its largest force on an atom is 5.80 eV Å⁻¹. As for the gap between HOMO and LUMO: 7.36 eV. The calculation puts the highest occupied orbital energy at -0.2149 hartree. The value obtained for the LUMO energy is 1.509 eV.

Need the Löwdin charges? In units of e they are:
1 Nb 1.404
2 Cl 0.541
3 S 0.194
4 S 0.554
5 F -0.580
6 O -0.488
7 O -0.453
8 N 0.090
9 N 0.102
10 N 0.101
11 C -0.772
12 C -0.279
13 C -0.063
14 C -0.080
15 C -0.093
16 C -0.347
17 C -0.496
18 C -0.428
19 C -0.282
20 C -0.180
21 C -0.098
22 C -0.179
23 H 0.078
24 H 0.073
25 H 0.023
26 H 0.058
27 H 0.043
28 H 0.031
29 H 0.074
30 H -0.218
31 H 0.085
32 H 0.081
33 H 0.061
34 H 0.081
35 H 0.009
36 H 0.073
37 H 0.076
38 H 0.009
39 H 0.072
40 H 0.057
41 H -0.074
42 H 0.076
43 H 0.065

> What is the largest force on an atom in the second record?

5.80 eV Å⁻¹

> Look up the largest force on an atom of the second one.

5.80 eV Å⁻¹

> Which of these has the highest largest force on an atom?

C12H21ClFN3NbO2S2